ORCA calculation (wB97M-V/def2-TZVPD) on a structure of composition C17H24N5O3SSn.

lowest unoccupied orbital energy	-9.335	eV
HOMO	-0.59976	Ha
orbital gap	6.98	eV
relative energy (zero: lowest compared OMol25 entry of this formula, charge and spin)	30.4	kcal/mol
charge	+3

Geometry (Å):
Sn: 0.089 -0.077 0.815
C: -2.063 1.874 2.204
C: -2.610 1.665 0.807
N: -2.259 0.318 0.295
C: -3.068 -0.792 0.839
C: -2.488 -1.368 2.107
C: -3.284 -2.047 3.009
C: -2.704 -2.572 4.154
C: -1.348 -2.384 4.377
C: -0.604 -1.695 3.438
C: 0.875 -1.473 3.635
N: 1.391 -0.330 2.855
C: 1.353 0.977 3.556
C: -0.062 1.512 3.601
N: -0.586 1.692 2.218
N: -1.167 -1.218 2.312
H: -2.491 1.152 2.900
H: -2.331 2.868 2.565
H: -2.174 2.397 0.124
H: -3.691 1.818 0.806
H: -2.410 0.330 -0.709
H: -3.098 -1.585 0.088
H: -4.101 -0.482 1.013
H: -4.343 -2.159 2.818
H: -3.307 -3.104 4.878
H: -0.873 -2.761 5.272
H: 1.403 -2.372 3.307
H: 1.089 -1.354 4.700
H: 2.363 -0.529 2.638
H: 1.996 1.665 3.002
H: 1.758 0.896 4.567
H: -0.095 2.454 4.151
H: -0.723 0.814 4.115
H: -0.166 2.542 1.844
N: 2.541 0.495 -2.063
C: 2.467 0.260 -3.451
C: 3.127 -0.836 -4.014
C: 3.056 -1.097 -5.371
C: 2.313 -0.223 -6.123
C: 1.642 0.871 -5.642
C: 1.726 1.105 -4.276
S: 1.797 0.348 -8.667
O: 2.640 1.416 -8.998
O: 2.268 -0.562 -7.578
O: 0.582 -0.024 -9.253
H: 3.320 -0.007 -1.656
H: 2.653 1.482 -1.865
H: 3.727 -1.488 -3.392
H: 3.575 -1.933 -5.818
H: 1.071 1.548 -6.269
H: 1.229 1.974 -3.864

List of Löwdin charges in e, atom by atom:
1. Sn 1.306
2. C -0.164
3. C -0.168
4. N -0.181
5. C -0.118
6. C -0.248
7. C 0.031
8. C 0.031
9. C 0.032
10. C -0.247
11. C -0.116
12. N -0.181
13. C -0.167
14. C -0.164
15. N -0.157
16. N -0.005
17. H 0.124
18. H 0.150
19. H 0.135
20. H 0.143
21. H 0.127
22. H 0.151
23. H 0.145
24. H 0.141
25. H 0.141
26. H 0.142
27. H 0.152
28. H 0.146
29. H 0.128
30. H 0.135
31. H 0.144
32. H 0.151
33. H 0.123
34. H 0.135
35. N 0.074
36. C -0.297
37. C 0.011
38. C 0.026
39. C -0.192
40. C -0.010
41. C -0.002
42. S 0.920
43. O -0.068
44. O -0.112
45. O -0.066
46. H 0.091
47. H 0.095
48. H 0.130
49. H 0.147
50. H 0.131
51. H 0.126

=====

ORCA calculation (wB97M-V/def2-TZVPD) on the molecule C17H24N6O3 at a distorted geometry.

lowest unoccupied orbital energy	-0.485	eV
HOMO	-0.29189	Ha
orbital gap	7.46	eV
relative energy (zero: lowest compared OMol25 entry of this formula, charge and spin)	164.0	kcal/mol
charge	0

Geometry (Å):
H: -6.030 -0.526 0.829
N: -6.897 -0.105 0.486
C: -6.489 0.967 -0.188
N: -7.436 1.960 -0.535
N: -5.238 1.223 -0.521
C: -4.080 0.549 0.172
C: -3.972 -0.935 -0.425
C: -2.988 -1.971 0.168
C: -1.618 -1.286 0.036
N: -1.374 -0.336 1.115
C: -0.101 0.060 1.705
O: 0.067 0.400 2.926
C: 1.047 -0.145 0.731
N: 1.356 1.071 0.104
C: 2.376 -0.409 1.502
C: 3.569 -0.526 0.658
C: 4.117 -1.757 0.292
N: 5.303 -1.555 -0.222
C: 5.528 -0.242 -0.425
C: 6.818 0.280 -0.689
C: 6.782 1.584 -0.803
C: 5.808 2.375 -0.513
C: 4.600 1.905 0.108
C: 4.419 0.486 0.143
C: -1.106 -0.710 -1.308
O: -1.186 0.493 -1.707
O: -0.579 -1.700 -2.146
H: -7.265 2.913 -0.036
H: -8.270 1.597 -0.053
H: -4.904 1.799 -1.271
H: -3.277 1.144 -0.295
H: -4.043 0.490 1.308
H: -4.980 -1.373 -0.670
H: -3.627 -0.979 -1.516
H: -3.229 -2.383 1.181
H: -3.033 -2.903 -0.598
H: -0.963 -2.224 0.090
H: -2.118 -0.205 1.698
H: 1.016 -0.874 -0.103
H: 0.806 1.418 -0.761
H: 2.424 1.121 -0.094
H: 2.463 0.482 2.125
H: 2.097 -1.171 2.173
H: 3.468 -2.627 0.276
H: 5.774 -2.224 -0.772
H: 7.643 -0.453 -0.810
H: 7.780 2.024 -0.993
H: 5.863 3.446 -0.860
H: 3.744 2.512 0.271
H: -0.065 -2.676 -1.785

List of Löwdin charges in e, atom by atom:
1. H -0.001
2. N 0.083
3. C -0.598
4. N 0.063
5. N 0.028
6. C -0.133
7. C -0.201
8. C -0.143
9. C -0.292
10. N 0.124
11. C -0.280
12. O 0.040
13. C -0.355
14. N 0.035
15. C -0.109
16. C -0.187
17. C -0.056
18. N 0.065
19. C -0.187
20. C -0.013
21. C -0.213
22. C -0.112
23. C 0.024
24. C -0.117
25. C -0.418
26. O 0.061
27. O -0.017
28. H 0.130
29. H 0.075
30. H 0.137
31. H 0.105
32. H 0.136
33. H 0.109
34. H 0.124
35. H 0.129
36. H 0.165
37. H 0.141
38. H 0.070
39. H 0.132
40. H 0.120
41. H 0.076
42. H 0.131
43. H 0.108
44. H 0.135
45. H 0.151
46. H 0.134
47. H 0.128
48. H 0.130
49. H 0.088
50. H 0.258

=====

ORCA calculation (wB97M-V/def2-TZVPD) on a cluster of 2 separate species, C17H24N7O8 in total at a distorted geometry.

lowest unoccupied orbital energy	1.444	eV
HOMO	-0.14991	Ha
orbital gap	5.52	eV
relative energy (zero: lowest compared OMol25 entry of this formula, charge and spin)	53.9	kcal/mol
charge	-1

Geometry (Å):
O: -0.082 2.253 6.075
O: 1.305 -0.797 -5.801
O: -3.367 1.653 -3.090
O: 0.687 -1.660 -2.394
O: -2.815 3.743 -3.585
N: -3.194 -0.241 6.305
N: -2.707 -1.330 4.336
N: -0.400 0.271 3.917
O: -0.199 -3.076 -0.222
O: 0.972 0.171 1.540
O: 2.071 -2.090 2.503
C: -1.001 1.444 6.044
C: 1.288 0.423 -5.729
C: -2.532 2.571 -3.248
C: 1.409 -0.785 -2.866
C: -2.914 0.666 7.171
C: -1.929 -1.460 3.244
C: -2.356 -0.373 5.204
C: -1.210 0.434 4.997
C: -0.771 -0.676 3.023
N: -3.772 0.708 8.201
N: -1.836 1.492 7.126
N: 2.713 -1.066 -2.992
N: 1.241 1.119 -4.594
C: 1.359 1.248 -6.991
C: 3.792 -0.175 -3.415
C: 1.043 -2.817 0.443
C: -1.043 2.271 -3.020
C: 0.042 -0.903 1.761
C: 0.802 -2.252 1.840
C: -0.670 0.774 -3.083
C: 0.856 0.612 -3.259
H: -0.159 -2.664 -1.123
H: 1.454 0.322 2.375
H: 2.559 -2.929 2.528
H: -2.201 -2.205 2.502
H: -3.359 0.876 9.109
H: -4.443 -0.051 8.123
H: -1.810 2.324 7.697
H: 2.949 -2.020 -2.777
H: 1.201 2.120 -4.698
H: 2.244 1.879 -6.962
H: 1.405 0.579 -7.848
H: 0.464 1.864 -7.058
H: 3.791 -0.092 -4.503
H: 3.663 0.815 -2.977
H: 4.751 -0.582 -3.094
H: 1.638 -2.095 -0.125
H: 1.615 -3.747 0.507
H: -0.739 2.663 -2.047
H: -0.477 2.820 -3.776
H: -0.659 -0.921 0.919
H: 0.197 -2.983 2.387
H: -0.992 0.303 -2.153
H: -1.177 0.293 -3.920
H: 1.306 1.280 -2.526

List of Löwdin charges in e, atom by atom:
1. O 0.066
2. O 0.049
3. O -0.076
4. O 0.026
5. O -0.101
6. N 0.153
7. N 0.146
8. N 0.221
9. O -0.081
10. O -0.016
11. O -0.029
12. C -0.391
13. C -0.567
14. C -0.763
15. C -0.416
16. C -0.472
17. C -0.025
18. C -0.271
19. C -0.105
20. C -0.167
21. N 0.140
22. N 0.194
23. N 0.036
24. N 0.100
25. C -0.001
26. C -0.065
27. C -0.214
28. C -0.129
29. C -0.252
30. C -0.302
31. C -0.134
32. C -0.191
33. H 0.065
34. H 0.091
35. H 0.097
36. H 0.126
37. H 0.103
38. H 0.112
39. H 0.168
40. H 0.142
41. H 0.131
42. H 0.077
43. H 0.081
44. H 0.087
45. H 0.072
46. H 0.083
47. H 0.080
48. H 0.116
49. H 0.117
50. H 0.112
51. H 0.086
52. H 0.160
53. H 0.142
54. H 0.115
55. H 0.127
56. H 0.146

=====

ORCA calculation (wB97M-V/def2-TZVPD) on a cluster of 3 separate species, C17H25BF2O4Si in total.

lowest unoccupied orbital energy	0.496	eV
HOMO	-0.34244	Ha
orbital gap	9.81	eV
relative energy (zero: lowest compared OMol25 entry of this formula, charge and spin)	0.0	kcal/mol
charge	0

Geometry (Å):
C: -4.679 5.957 0.494
C: -3.740 6.687 -0.455
O: -2.384 6.276 -0.279
B: -1.875 5.181 -0.910
O: -2.629 4.397 -1.763
Si: 0.087 4.838 -0.538
O: 0.588 3.443 -1.277
C: 1.907 2.976 -1.050
C: 1.877 1.492 -0.720
C: 1.100 1.192 0.557
O: 3.251 1.112 -0.595
H: -4.403 4.904 0.597
H: -4.643 6.397 1.491
H: -5.706 6.014 0.129
H: -3.757 7.756 -0.239
H: -4.036 6.552 -1.498
H: -3.464 4.064 -1.414
H: 0.302 4.689 0.927
H: 0.912 5.986 -0.998
H: 2.508 3.132 -1.949
H: 2.397 3.505 -0.220
H: 1.428 0.967 -1.570
H: 0.625 0.210 0.520
H: 0.309 1.927 0.718
H: 1.785 1.225 1.407
H: 3.355 0.193 -0.868
F: -1.707 -0.658 2.027
C: -0.885 -1.591 2.552
C: -0.353 -2.551 1.715
C: 0.496 -3.505 2.257
C: 0.795 -3.487 3.613
C: 0.243 -2.510 4.430
C: -0.605 -1.547 3.902
H: -0.607 -2.544 0.663
H: 0.922 -4.270 1.622
H: 1.456 -4.234 4.030
H: 0.473 -2.494 5.487
H: -1.043 -0.772 4.517
F: 1.188 -6.276 0.347
C: 1.417 -6.091 -0.973
C: 1.422 -4.804 -1.471
C: 1.657 -4.625 -2.827
C: 1.879 -5.717 -3.653
C: 1.867 -6.999 -3.121
C: 1.635 -7.197 -1.767
H: 1.247 -3.966 -0.809
H: 1.666 -3.624 -3.238
H: 2.060 -5.570 -4.709
H: 2.038 -7.854 -3.762
H: 1.623 -8.185 -1.328

List of Löwdin charges in e, atom by atom:
1. C -0.063
2. C -0.235
3. O -0.003
4. B -0.674
5. O 0.105
6. Si 0.683
7. O -0.312
8. C -0.247
9. C -0.413
10. C -0.026
11. O -0.044
12. H 0.077
13. H 0.079
14. H 0.080
15. H 0.122
16. H 0.118
17. H 0.098
18. H -0.017
19. H -0.027
20. H 0.129
21. H 0.118
22. H 0.145
23. H 0.063
24. H 0.070
25. H 0.090
26. H 0.092
27. F 0.050
28. C -0.295
29. C -0.023
30. C -0.076
31. C -0.089
32. C -0.082
33. C -0.016
34. H 0.114
35. H 0.079
36. H 0.103
37. H 0.105
38. H 0.117
39. F 0.047
40. C -0.281
41. C -0.016
42. C -0.081
43. C -0.095
44. C -0.082
45. C -0.015
46. H 0.102
47. H 0.105
48. H 0.101
49. H 0.105
50. H 0.118

=====

ORCA calculation (wB97M-V/def2-TZVPD) on a cluster of 2 separate species, C17H25BIN3O9 in total at a distorted geometry.

lowest unoccupied orbital energy	-3.036	eV
HOMO	-0.19181	Ha
orbital gap	2.18	eV
charge	0

Geometry (Å):
C: -3.241 -2.272 6.078
C: -3.363 -1.729 4.863
C: -2.179 -1.858 3.900
C: -2.500 -1.384 2.513
C: -1.888 -0.255 1.986
O: -0.931 0.449 2.729
C: 0.200 -0.229 2.669
N: 1.068 -0.978 2.756
C: -2.154 0.226 0.705
C: -1.405 1.444 0.181
O: -0.028 1.272 0.345
C: 0.576 0.620 -0.786
C: 0.762 1.535 -1.991
O: 1.986 2.177 -1.818
C: 2.254 3.099 -2.859
C: 3.673 3.637 -2.683
O: 4.619 2.605 -2.692
C: 4.875 2.108 -3.991
C: 5.754 3.086 -4.807
C: -3.116 -0.471 -0.045
I: -3.710 0.101 -1.982
C: -3.706 -1.585 0.495
N: -3.381 -2.018 1.726
B: -4.072 -3.298 2.201
O: -3.236 -4.361 2.484
O: -5.412 -3.314 2.362
C: -6.048 -4.392 1.637
H: -2.666 -3.192 6.167
H: -3.706 -1.861 6.968
H: -4.293 -1.251 4.561
H: -1.410 -1.204 4.305
H: -1.748 -2.865 3.896
H: -1.701 2.321 0.768
H: -1.679 1.607 -0.864
H: -0.008 -0.280 -1.036
H: 1.575 0.301 -0.484
H: -0.084 2.236 -2.117
H: 0.794 0.914 -2.903
H: 2.117 2.607 -3.832
H: 1.555 3.954 -2.830
H: 3.834 4.393 -3.470
H: 3.731 4.174 -1.731
H: 3.966 1.877 -4.563
H: 5.464 1.202 -3.857
H: 6.423 3.638 -4.144
H: 5.121 3.830 -5.311
H: 6.318 2.553 -5.575
H: -4.448 -2.135 -0.072
H: -3.224 -4.938 1.704
H: -7.096 -4.431 1.926
H: -6.001 -4.201 0.560
H: -5.615 -5.372 1.851
N: 6.845 0.476 -1.469
O: 7.581 1.056 -0.646
O: 7.287 -0.490 -2.136
O: 5.670 0.866 -1.645

List of Löwdin charges in e, atom by atom:
1. C 0.039
2. C -0.141
3. C -0.090
4. C -0.076
5. C -0.096
6. O 0.092
7. C -0.298
8. N 0.236
9. C -0.089
10. C -0.175
11. O -0.117
12. C -0.125
13. C -0.214
14. O -0.103
15. C -0.195
16. C -0.195
17. O -0.169
18. C -0.257
19. C -0.073
20. C -0.571
21. I 1.032
22. C -0.070
23. N 0.161
24. B -0.640
25. O 0.206
26. O 0.095
27. C -0.015
28. H 0.079
29. H 0.070
30. H 0.115
31. H 0.124
32. H 0.145
33. H 0.159
34. H 0.050
35. H 0.126
36. H 0.150
37. H 0.123
38. H 0.137
39. H 0.114
40. H 0.126
41. H 0.118
42. H 0.134
43. H 0.105
44. H 0.106
45. H 0.083
46. H 0.054
47. H 0.069
48. H 0.126
49. H 0.137
50. H 0.105
51. H 0.099
52. H 0.101
53. N -0.624
54. O -0.085
55. O -0.103
56. O -0.090

=====

- The highest orbital gap belongs to which entry?
  C17H25BF2O4Si

=====

- Which formula does entry 2 have?
  C17H24N6O3

=====

- Which of these has the highest lowest unoccupied orbital energy?
  C17H24N7O8